Below is a 10-piece molecular cluster, C19H45N17O7 overall in a non-equilibrium geometry, with properties calculated with ωB97M-V/def2-TZVPD.

Element x y z (Å)
C -14.26 9.09 -19.61
O -14.86 9.43 -20.63
N -14.32 9.63 -18.48
N -13.50 8.04 -19.53
H -14.87 10.48 -18.47
H -13.80 9.30 -17.68
H -12.93 7.84 -18.73
H -13.32 7.56 -20.40
C -9.47 7.78 -25.21
O -10.24 7.36 -24.34
N -9.79 8.60 -26.18
N -8.22 7.46 -25.35
H -9.02 8.98 -26.70
H -10.66 9.12 -26.25
H -7.64 7.79 -26.10
H -7.76 6.96 -24.60
C -14.16 8.00 -23.53
O -15.22 8.58 -23.82
N -14.11 6.97 -22.72
N -12.97 8.28 -23.91
H -14.99 6.61 -22.35
H -13.27 6.58 -22.33
H -12.87 8.89 -24.70
H -12.20 7.75 -23.54
C -12.98 12.26 -22.71
O -13.86 11.42 -22.79
N -11.75 12.06 -22.49
N -13.24 13.53 -22.87
H -11.42 11.20 -22.08
H -11.09 12.81 -22.34
H -14.21 13.82 -22.94
H -12.49 14.19 -22.77
C -11.40 13.08 -18.26
O -10.42 13.63 -17.82
N -11.98 13.44 -19.34
N -11.93 11.99 -17.77
H -11.58 14.26 -19.79
H -12.85 13.00 -19.62
H -12.56 11.48 -18.38
H -11.67 11.63 -16.87
C -8.11 6.23 -18.74
O -7.03 6.70 -18.63
N -9.23 6.85 -18.97
N -8.28 5.01 -18.58
H -9.30 7.84 -19.14
H -9.98 6.22 -19.23
H -7.45 4.55 -18.25
H -9.18 4.56 -18.67
C -7.13 11.11 -25.43
O -7.89 11.04 -26.33
N -7.31 11.65 -24.26
N -5.94 10.60 -25.55
H -6.54 11.76 -23.61
H -8.19 12.13 -24.14
H -5.21 10.94 -24.93
H -5.94 10.05 -26.39
C -5.46 9.80 -21.48
C -5.49 8.39 -20.83
C -4.73 7.25 -21.63
C -5.46 6.90 -22.81
N -6.04 6.51 -23.69
H -5.93 10.57 -20.88
H -5.90 9.75 -22.48
H -4.44 10.16 -21.64
H -6.53 8.13 -20.65
H -4.98 8.43 -19.87
H -4.62 6.30 -21.11
H -3.73 7.65 -21.82
N -8.54 10.28 -21.04
C -9.47 9.55 -21.80
C -10.58 9.28 -20.96
C -10.34 9.86 -19.73
C -9.05 10.44 -19.80
H -7.75 10.78 -21.42
H -9.19 9.32 -22.82
H -11.49 8.85 -21.35
H -11.16 9.75 -19.04
H -8.41 10.92 -19.08
N -7.14 9.17 -17.24
C -7.76 9.42 -16.04
C -7.07 10.34 -15.28
C -6.07 10.80 -16.10
C -6.07 10.05 -17.24
H -7.38 8.43 -17.87
H -8.59 8.81 -15.74
H -7.39 10.64 -14.29
H -5.41 11.63 -15.90
H -5.38 9.98 -18.07

As for the multiplicity: 2. As for the expectation value of S²: 0.750. As for the charge: -1. Its LUMO energy (spin up / spin down) is 1.74 / 1.65 eV.